Entry 1:
Computed, not measured: a 14-piece molecular cluster, C5H39N2O14 overall, with ωB97M-V/def2-TZVPD.

Output
HOMO: -11.62 eV
total charge: +1
energy relative to the best compared isomer or geometry (same formula, charge and spin): 66.03 kcal per mole
molar mass: 351.4 g/mol
strongest force on any atom: 3.65 eV/A
gap between HOMO and LUMO: 9.5 eV

Last columns: bonded neighbours and bond lengths (Å).
Positions of all 60 atoms, in Å:
1 N 0.31 -1.86 2.21  C2 1.545, H9 1.022, H10 1.007, H11 1.060
2 C 1.42 -1.16 1.40  N1 1.545, C3 1.531, H12 1.169, H13 1.132
3 C 0.78 -0.57 0.14  C2 1.531, N4 1.469, H14 1.086, H15 1.140
4 N 0.03 0.64 0.51  C3 1.469, C6 1.436, H16 1.001
5 C -0.10 3.08 0.36  C6 1.526, H17 1.140, H18 1.074, H19 1.144
6 C 0.25 1.78 -0.34  N4 1.436, C5 1.526, C7 1.504, H20 1.118
7 C -0.39 1.73 -1.70  C6 1.504, O8 1.267, H21 1.098
8 O -1.22 0.82 -1.97  C7 1.267
9 H 0.42 -1.75 3.22  N1 1.022
10 H 0.17 -2.85 2.14  N1 1.007
11 H -0.63 -1.52 1.85  N1 1.060
12 H 2.19 -1.96 1.02  C2 1.169
13 H 1.87 -0.21 1.82  C2 1.132
14 H 0.14 -1.24 -0.42  C3 1.086
15 H 1.67 -0.18 -0.47  C3 1.140
16 H -0.94 0.41 0.64  N4 1.001
17 H 0.40 3.01 1.39  C5 1.140
18 H 0.45 3.85 -0.15  C5 1.074
19 H -1.22 3.25 0.53  C5 1.144
20 H 1.35 1.86 -0.54  C6 1.118
21 H -0.14 2.47 -2.47  C7 1.098
22 H 0.90 -4.42 0.04  O24 0.955
23 H -0.45 -4.09 -0.79  O24 0.939
24 O 0.40 -3.81 -0.50  H22 0.955, H23 0.939
25 H 4.07 1.62 3.46  O27 0.930
26 H 3.50 0.99 2.17  O27 0.968
27 O 3.34 1.17 3.11  H25 0.930, H26 0.968
28 H 1.96 0.42 3.94  O30 0.989
29 H 0.76 0.64 4.83  O30 0.942
30 O 1.08 0.04 4.18  H28 0.989, H29 0.942
31 H 1.06 -3.62 -2.23  O33 0.932
32 H 0.43 -3.16 -3.46  O33 0.941
33 O 1.27 -3.27 -3.07  H31 0.932, H32 0.941
34 H -2.75 -1.24 0.72  O36 0.965
35 H -2.54 -0.63 2.06  O36 0.962
36 O -2.27 -1.39 1.54  H34 0.965, H35 0.962
37 H -2.77 2.25 -2.32  O39 0.961
38 H -3.88 3.15 -2.50  O39 0.966
39 O -3.28 2.88 -1.80  H37 0.961, H38 0.966
40 H 2.13 -1.78 -2.85  O42 0.978
41 H 3.53 -1.50 -3.21  O42 0.975
42 O 2.86 -1.18 -2.58  H40 0.978, H41 0.975
43 H -2.23 -0.13 -1.18  O45 0.990
44 H -3.41 -0.04 -0.41  O45 0.963
45 O -2.94 -0.75 -0.88  H43 0.990, H44 0.963
46 H 3.50 1.56 -0.42  O48 0.946
47 H 4.64 0.86 0.54  O48 0.976
48 O 3.80 1.34 0.45  H46 0.946, H47 0.976
49 H -2.56 -3.25 -2.67  O51 1.013
50 H -2.09 -2.33 -1.66  O51 1.010
51 O -1.75 -3.19 -2.06  H49 1.013, H50 1.010
52 H 2.30 0.47 -2.82  O54 0.974
53 H 2.10 1.95 -3.51  O54 0.954
54 O 1.88 1.35 -2.79  H52 0.974, H53 0.954
55 H -2.57 1.86 2.07  O57 0.986
56 H -1.47 1.46 3.07  O57 0.943
57 O -2.06 1.10 2.43  H55 0.986, H56 0.943
58 H -4.05 2.00 -0.67  O60 1.018
59 H -5.10 1.65 0.44  O60 0.990
60 O -4.17 1.44 0.17  H58 1.018, H59 0.990

=====

Entry 2:
Computed, not measured: a 11-piece molecular cluster, C39H106N6O11 overall, with ωB97M-V/def2-TZVPD.

Output
HOMO: -9.11 eV
total charge: 0
energy relative to the best compared isomer or geometry (same formula, charge and spin): 34.02 kcal per mole
molar mass: 835.3 g/mol
strongest force on any atom: 3.70 eV/A
gap between HOMO and LUMO: 9.6 eV

Last columns: bonded neighbours and bond lengths (Å).
Positions of all 162 atoms, in Å:
1 C -5.44 -2.68 1.16  C2 1.542, H5 1.057, H6 1.068, H7 1.111
2 C -5.08 -3.36 2.50  C1 1.542, C3 1.494, O4 1.453, H8 1.117
3 C -4.98 -2.45 3.68  C2 1.494, H9 1.134, H10 1.107, H11 1.077
4 O -6.00 -4.45 2.78  C2 1.453, H12 0.985
5 H -4.72 -1.96 0.86  C1 1.057
6 H -6.36 -2.15 1.31  C1 1.068
7 H -5.44 -3.48 0.39  C1 1.111
8 H -4.07 -3.80 2.32  C2 1.117
9 H -5.97 -2.46 4.23  C3 1.134
10 H -4.71 -1.43 3.35  C3 1.107
11 H -4.16 -2.74 4.32  C3 1.077
12 H -5.60 -5.21 2.29  O4 0.985
13 C 6.67 0.35 -3.83  C14 1.549, H17 1.111, H18 1.108, H19 1.103
14 C 7.13 0.16 -2.36  C13 1.549, C15 1.530, O16 1.396, H20 1.108
15 C 6.71 1.35 -1.49  C14 1.530, H21 1.136, H22 1.115, H23 1.103
16 O 6.64 -1.02 -1.80  C14 1.396, H24 0.949
17 H 5.58 0.56 -3.95  C13 1.111
18 H 6.92 -0.58 -4.37  C13 1.108
19 H 7.36 1.16 -4.11  C13 1.103
20 H 8.24 0.21 -2.32  C14 1.108
21 H 5.62 1.46 -1.20  C15 1.136
22 H 6.93 2.33 -1.98  C15 1.115
23 H 7.30 1.22 -0.57  C15 1.103
24 H 7.02 -1.77 -2.23  O16 0.949
25 C 2.03 3.66 3.77  C26 1.477, H29 1.104, H30 1.095, H31 1.077
26 C 1.73 2.55 2.84  C25 1.477, C27 1.520, O28 1.413, H32 1.088
27 C 2.24 2.89 1.45  C26 1.520, H33 1.086, H34 1.143, H35 1.102
28 O 2.28 1.34 3.32  C26 1.413, H36 0.996
29 H 3.12 3.87 3.71  C25 1.104
30 H 1.87 3.40 4.82  C25 1.095
31 H 1.54 4.60 3.57  C25 1.077
32 H 0.65 2.44 2.82  C26 1.088
33 H 3.31 3.07 1.48  C27 1.086
34 H 1.60 3.70 0.95  C27 1.143
35 H 2.14 2.02 0.77  C27 1.102
36 H 1.69 0.64 2.91  O28 0.996
37 C 0.38 -3.08 2.82  C38 1.522, H41 1.089, H42 1.080, H43 1.104
38 C 0.52 -2.90 4.33  C37 1.522, C39 1.576, O40 1.404, H44 1.085
39 C 2.02 -2.53 4.64  C38 1.576, H45 1.088, H46 1.142, H47 1.069
40 O -0.45 -2.00 4.78  C38 1.404, H48 0.960
41 H -0.67 -3.15 2.52  C37 1.089
42 H 0.97 -3.94 2.56  C37 1.080
43 H 0.77 -2.10 2.47  C37 1.104
44 H 0.29 -3.87 4.76  C38 1.085
45 H 2.09 -2.29 5.70  C39 1.088
46 H 2.33 -1.61 4.04  C39 1.142
47 H 2.73 -3.29 4.41  C39 1.069
48 H -0.52 -1.17 4.30  O40 0.960
49 C -1.19 -0.39 1.14  C50 1.528, H53 1.089, H54 1.096, H55 1.080
50 C 0.17 -0.50 0.46  C49 1.528, C51 1.559, O52 1.480, H56 1.156
51 C 0.38 0.38 -0.81  C50 1.559, H57 1.085, H58 1.142, H59 1.095
52 O 1.22 -0.19 1.45  C50 1.480, H60 0.981
53 H -1.15 0.53 1.72  C49 1.089
54 H -1.44 -1.18 1.85  C49 1.096
55 H -1.99 -0.47 0.41  C49 1.080
56 H 0.24 -1.62 0.18  C50 1.156
57 H 0.51 1.42 -0.53  C51 1.085
58 H -0.46 0.16 -1.55  C51 1.142
59 H 1.34 0.04 -1.22  C51 1.095
60 H 2.08 -0.55 1.14  O52 0.981
61 C 2.26 -6.06 0.43  C62 1.541, H67 1.065, H68 1.098, H69 1.072
62 C 2.02 -5.18 -0.82  C61 1.541, C63 1.514, N66 1.486, H70 1.079
63 C 0.99 -4.11 -0.51  C62 1.514, O64 1.425, H71 1.091, H72 1.100
64 O -0.30 -4.61 -0.17  C63 1.425, C65 1.440
65 C -1.13 -4.90 -1.31  O64 1.440, H73 1.087, H74 1.095, H75 1.118
66 N 3.34 -4.60 -1.17  C62 1.486, H76 1.038, H77 1.015
67 H 1.34 -6.38 0.87  C61 1.065
68 H 2.85 -5.52 1.18  C61 1.098
69 H 2.72 -7.00 0.23  C61 1.072
70 H 1.60 -5.73 -1.65  C62 1.079
71 H 0.90 -3.42 -1.35  C63 1.091
72 H 1.30 -3.54 0.38  C63 1.100
73 H -2.16 -4.65 -1.07  C65 1.087
74 H -1.06 -5.97 -1.53  C65 1.095
75 H -0.73 -4.29 -2.16  C65 1.118
76 H 3.40 -4.07 -2.06  N66 1.038
77 H 4.01 -5.33 -1.35  N66 1.015
78 C 5.79 -2.78 0.89  C79 1.517, H84 1.149, H85 1.067, H86 1.112
79 C 4.50 -2.18 1.44  C78 1.517, C80 1.571, N83 1.439, H87 1.118
80 C 4.87 -0.98 2.37  C79 1.571, O81 1.357, H88 1.081, H89 1.157
81 O 5.72 -1.52 3.27  C80 1.357, C82 1.420
82 C 6.27 -0.53 4.14  O81 1.420, H90 1.074, H91 1.100, H92 1.083
83 N 3.65 -1.62 0.42  C79 1.439, H93 1.028, H94 0.983
84 H 6.25 -1.99 0.19  C78 1.149
85 H 5.65 -3.64 0.28  C78 1.067
86 H 6.48 -2.99 1.73  C78 1.112
87 H 3.94 -2.97 2.00  C79 1.118
88 H 3.92 -0.59 2.72  C80 1.081
89 H 5.47 -0.27 1.68  C80 1.157
90 H 5.66 -0.35 5.00  C82 1.074
91 H 6.30 0.41 3.57  C82 1.100
92 H 7.28 -0.78 4.45  C82 1.083
93 H 3.36 -2.37 -0.22  N83 1.028
94 H 4.12 -1.02 -0.20  N83 0.983
95 C -1.32 6.00 -2.98  C96 1.571, H101 1.133, H102 1.113, H103 1.055
96 C -1.95 7.00 -1.95  C95 1.571, C97 1.516, N100 1.455, H104 1.094
97 C -3.42 7.23 -2.24  C96 1.516, O98 1.407, H105 1.098, H106 1.085
98 O -4.11 6.01 -2.15  C97 1.407, C99 1.418
99 C -5.48 5.99 -2.52  O98 1.418, H107 1.104, H108 1.087, H109 1.130
100 N -1.76 6.79 -0.52  C96 1.455, H110 1.038, H111 1.017
101 H -1.87 5.02 -2.80  C95 1.133
102 H -0.26 5.74 -2.80  C95 1.113
103 H -1.52 6.38 -3.95  C95 1.055
104 H -1.64 8.02 -2.18  C96 1.094
105 H -3.59 7.80 -3.16  C97 1.098
106 H -3.81 7.89 -1.46  C97 1.085
107 H -5.87 4.98 -2.31  C99 1.104
108 H -5.62 6.23 -3.58  C99 1.087
109 H -6.07 6.72 -1.89  C99 1.130
110 H -1.98 5.82 -0.24  N100 1.038
111 H -0.79 7.05 -0.33  N100 1.017
112 C 2.88 -0.24 -3.91  C113 1.505, H118 1.103, H119 1.103, H120 1.140
113 C 2.72 -1.63 -3.36  C112 1.505, C114 1.602, N117 1.482, H121 1.089
114 C 1.86 -2.57 -4.33  C113 1.602, O115 1.398, H122 1.091, H123 1.148
115 O 0.55 -2.07 -4.34  C114 1.398, C116 1.418
116 C -0.41 -2.80 -5.08  O115 1.418, H124 1.064, H125 1.093, H126 1.087
117 N 4.07 -2.22 -3.24  C113 1.482, H127 1.035, H128 1.024
118 H 3.49 0.34 -3.20  C112 1.103
119 H 1.94 0.30 -4.11  C112 1.103
120 H 3.44 -0.22 -4.90  C112 1.140
121 H 2.34 -1.62 -2.34  C113 1.089
122 H 1.88 -3.59 -3.93  C114 1.091
123 H 2.31 -2.54 -5.38  C114 1.148
124 H 0.04 -3.27 -5.92  C116 1.064
125 H -1.19 -2.16 -5.51  C116 1.093
126 H -0.84 -3.53 -4.40  C116 1.087
127 H 4.50 -2.25 -4.18  N117 1.035
128 H 4.69 -1.65 -2.66  N117 1.024
129 C -3.34 1.96 -3.38  C130 1.518, H135 1.143, H136 1.101, H137 1.087
130 C -4.59 2.02 -2.52  C129 1.518, C131 1.555, N134 1.466, H138 1.123
131 C -5.00 0.59 -2.07  C130 1.555, O132 1.438, H139 1.091, H140 1.090
132 O -5.37 -0.19 -3.21  C131 1.438, C133 1.457
133 C -5.10 -1.60 -2.95  O132 1.457, H141 1.082, H142 1.057, H143 1.080
134 N -4.21 2.87 -1.38  C130 1.466, H144 1.040, H145 0.980
135 H -3.60 1.35 -4.32  C129 1.143
136 H -2.48 1.51 -2.88  C129 1.101
137 H -3.08 2.93 -3.78  C129 1.087
138 H -5.46 2.33 -3.16  C130 1.123
139 H -5.84 0.64 -1.38  C131 1.091
140 H -4.18 0.12 -1.52  C131 1.090
141 H -5.55 -1.83 -2.00  C133 1.082
142 H -4.07 -1.83 -3.01  C133 1.057
143 H -5.66 -2.17 -3.67  C133 1.080
144 H -5.03 3.26 -0.87  N134 1.040
145 H -3.82 3.66 -1.80  N134 0.980
146 C -5.76 1.72 3.60  C147 1.533, H152 1.113, H153 1.063, H154 1.090
147 C -4.83 2.35 2.56  C146 1.533, C148 1.509, N151 1.486, H155 1.137
148 C -3.47 2.59 3.17  C147 1.509, O149 1.412, H156 1.082, H157 1.096
149 O -2.53 3.39 2.48  C148 1.412, C150 1.413
150 C -2.63 4.78 2.69  O149 1.413, H158 1.093, H159 1.074, H160 1.052
151 N -4.72 1.43 1.40  C147 1.486, H161 1.013, H162 1.029
152 H -6.02 2.47 4.38  C146 1.113
153 H -5.32 0.90 4.13  C146 1.063
154 H -6.69 1.30 3.22  C146 1.090
155 H -5.26 3.31 2.13  C147 1.137
156 H -2.96 1.65 3.29  C148 1.082
157 H -3.69 3.07 4.13  C148 1.096
158 H -3.58 5.20 2.36  C150 1.093
159 H -1.84 5.29 2.16  C150 1.074
160 H -2.57 5.04 3.71  C150 1.052
161 H -3.92 1.79 0.90  N151 1.013
162 H -5.54 1.56 0.80  N151 1.029

=====

Entry 3:
Computed, not measured: a 2-piece molecular cluster, C3H9O2 overall, with ωB97M-V/def2-TZVPD.

Output
HOMO: -2.27 eV
total charge: -1
energy relative to the best compared isomer or geometry (same formula, charge and spin): 46.08 kcal per mole
molar mass: 77.1 g/mol
strongest force on any atom: 3.61 eV/A
gap between HOMO and LUMO: 5.6 eV

Last columns: bonded neighbours and bond lengths (Å).
Positions of all 14 atoms, in Å:
1 C -0.75 -0.14 1.86  O2 1.439, C3 1.554, H5 1.069, H6 1.211
2 O -1.48 -0.90 2.83  C1 1.439
3 C -0.07 -1.02 0.77  C1 1.554, C4 1.526, H7 1.120, H8 1.172
4 C 1.15 -0.57 -0.02  C3 1.526, H9 1.096, H10 1.135, H11 1.092
5 H -1.25 0.72 1.45  C1 1.069
6 H 0.28 0.40 2.19  C1 1.211
7 H 0.28 -1.85 1.43  C3 1.120
8 H -0.69 -1.41 -0.15  C3 1.172
9 H 2.03 -1.21 -0.16  C4 1.096
10 H 0.80 -0.51 -1.09  C4 1.135
11 H 1.35 0.48 0.22  C4 1.092
12 H 0.07 1.61 -2.78  O14 0.966
13 H -1.32 2.06 -3.30  O14 0.962
14 O -0.40 2.32 -3.25  H12 0.966, H13 0.962

=====

- Look up the energy relative to the best compared isomer or geometry (same formula, charge and spin) of the first one.
  66.03 kcal per mole

=====

- Which of these has the lowest total charge?
  C3H9O2

=====

- strongest force on any atom of number 3 (C3H9O2)?
  3.61 eV/A

=====

- Among the records above, which one has the highest total charge?
  C5H39N2O14